Record 1
DFT (ωB97M-V/def2-TZVPD) results for a structure of composition C22H35NO4P2Re at a distorted geometry.

## Properties
* multiplicity: 4
* Kohn-Sham gap (spin up / spin down): 5.69 / 5.56 eV
* HOMO energy (spin up / spin down): -14.31 / -14.31 eV
* charge: +2
* LUMO level (spin up / spin down): -8.62 / -8.75 eV

Atoms and positions in Å:
P1 3.036 -0.950 -0.993
P2 -0.249 -2.391 -1.999
C1 2.465 -2.747 -1.232
C2 1.442 -2.929 -2.361
H1 2.050 -3.108 -0.275
H2 3.367 -3.331 -1.491
H3 1.760 -2.454 -3.305
H4 1.362 -4.010 -2.580
C3 -1.086 -3.953 -1.492
H5 -2.129 -3.805 -1.178
H6 -0.497 -4.373 -0.666
H7 -1.093 -4.712 -2.288
C4 -0.880 -2.366 -3.837
H8 -0.924 -3.387 -4.275
H9 -0.191 -1.780 -4.478
H10 -1.900 -1.940 -3.937
C5 4.465 -1.396 0.096
H11 4.933 -0.476 0.445
H12 5.196 -2.019 -0.424
H13 4.077 -1.914 0.982
C6 3.761 -0.669 -2.659
H14 3.042 -0.905 -3.455
H15 4.660 -1.279 -2.784
H16 4.023 0.390 -2.753
Re1 1.845 0.581 -0.259
C7 -3.122 -0.632 1.609
C8 -2.645 -1.794 2.035
C9 -1.419 -2.495 1.547
C10 -0.302 -1.594 0.981
C11 -0.333 -1.348 -0.501
C12 -1.379 -0.971 -1.397
C13 -2.777 -0.799 -0.927
C14 -2.784 0.059 0.336
C15 3.380 1.906 -0.406
H17 -3.734 -0.023 2.286
H18 -3.163 -2.334 2.840
H19 -1.653 -3.287 0.838
H20 -0.997 -3.041 2.414
H21 -0.276 -0.695 1.609
H22 0.650 -2.082 1.231
H23 2.787 0.225 1.050
H24 -1.075 -0.225 -2.162
H25 -3.268 -1.778 -0.838
H26 -3.230 -0.218 -1.741
H27 -1.827 0.592 0.428
H28 -3.535 0.856 0.182
H29 3.197 2.377 -1.369
H30 4.344 1.407 -0.341
H31 3.280 2.598 0.431
O1 0.612 1.321 2.412
C16 0.251 2.088 1.517
O2 0.470 1.911 0.217
C17 -0.517 3.341 1.914
C18 -0.883 3.498 3.251
C19 -1.708 4.529 3.673
C20 -2.207 5.435 2.716
C21 -1.788 5.360 1.370
C22 -0.948 4.300 0.972
N1 -3.239 6.330 3.113
O3 -3.631 6.252 4.303
O4 -3.733 7.126 2.288
H32 -0.522 2.778 4.000
H33 -2.022 4.633 4.710
H34 -2.146 6.094 0.662
H35 -0.642 4.221 -0.060

Charges computed using Mulliken, reported in e: P 1.012; P 0.442; C -1.075; C -1.062; H 0.470; H 0.708; H 0.546; H 0.549; C -1.564; H 0.382; H 0.473; H 0.514; C -1.260; H 0.443; H 0.470; H 0.384; C -1.295; H 0.375; H 0.504; H 0.416; C -1.400; H 0.405; H 0.420; H 0.416; Re 0.690; C -0.436; C -0.715; C -0.910; C 0.226; C 0.676; C -0.992; C -0.959; C -0.240; C -1.308; H 0.412; H 0.452; H 0.252; H 0.576; H -0.153; H 0.505; H 0.104; H 0.518; H 0.351; H 0.492; H -0.194; H 0.629; H 0.475; H 0.477; H 0.424; O -0.661; C 0.609; O -0.823; C 0.337; C -0.418; C -0.469; C 0.005; C -0.624; C -0.287; N 0.917; O -0.548; O -0.550; H 0.450; H 0.495; H 0.499; H 0.437

Record 2
DFT (ωB97M-V/def2-TZVPD) results for a cluster of 2 separate species, C3H9N4O2 in total at a distorted geometry.

## Properties
* Kohn-Sham gap: 10.41 eV
* HOMO energy: -13.64 eV
* charge: +1
* LUMO level: -3.23 eV

Atoms and positions in Å:
C1 -2.127 -1.246 -0.244
C2 0.253 0.752 0.880
C3 1.879 -0.867 0.026
N1 -1.345 -1.890 0.408
N2 -0.801 1.541 0.938
N3 0.911 0.254 -0.105
N4 0.734 0.633 -1.427
O1 -2.530 -0.342 -0.819
O2 -1.552 1.987 -0.152
H1 0.603 0.356 1.843
H2 1.653 -1.316 1.068
H3 1.880 -1.546 -0.822
H4 2.804 -0.463 -0.005
H5 -1.593 -2.847 0.853
H6 -0.807 2.160 1.726
H7 1.104 0.055 -2.093
H8 1.047 1.615 -1.555
H9 -2.113 1.164 -0.520

Charges computed using Mulliken, reported in e: C 0.596; C -0.057; C -0.889; N -0.418; N -0.044; N 0.347; N -0.593; O -0.472; O -0.383; H 0.306; H 0.278; H 0.296; H 0.476; H 0.308; H 0.276; H 0.232; H 0.256; H 0.485

Record 3
DFT (ωB97M-V/def2-TZVPD) results for a cluster of 2 separate species, C4H11NO4S in total at a distorted geometry.

## Properties
* Kohn-Sham gap (spin up / spin down): 8.95 / 8.95 eV
* HOMO energy (spin up / spin down): -8.74 / -8.75 eV
* LUMO level (spin up / spin down): 0.21 / 0.21 eV

Atoms and positions in Å:
C1 1.373 0.482 1.613
C2 1.728 -0.988 -0.343
C3 0.784 1.350 -0.653
C4 0.875 0.157 0.164
N1 -2.744 0.653 -0.453
O1 -0.587 -1.508 1.537
O2 -1.011 -1.567 -0.997
O3 -2.808 0.065 -1.458
O4 -3.692 0.431 0.431
S1 -0.812 -0.613 0.396
H1 0.717 1.280 1.999
H2 1.454 -0.419 2.213
H3 2.413 0.829 1.523
H4 1.302 -1.251 -1.387
H5 1.813 -1.840 0.280
H6 2.794 -0.761 -0.452
H7 0.234 2.196 -0.336
H8 1.801 1.765 -0.904
H9 0.332 1.080 -1.620
H10 -1.555 -1.116 -1.785
H11 -4.411 -0.226 0.231

Charges computed using Mulliken, reported in e: C -1.625; C -1.636; C -1.653; C 1.486; N 0.378; O -0.644; O -0.525; O -0.533; O -0.308; S 0.758; H 0.390; H 0.398; H 0.447; H 0.320; H 0.425; H 0.433; H 0.403; H 0.351; H 0.376; H 0.430; H 0.328

Record 4
DFT (ωB97M-V/def2-TZVPD) results for a structure of composition C39H56BrCaIN3O4.

## Properties
* Kohn-Sham gap (spin up / spin down): 5.56 / 5.56 eV
* HOMO energy (spin up / spin down): -9.53 / -9.53 eV
* charge: +1
* LUMO level (spin up / spin down): -3.97 / -3.97 eV

Atoms and positions in Å:
Ca1 0.652 2.150 -0.741
C1 1.641 -5.649 0.138
C2 0.631 -4.943 -0.780
C3 0.691 -5.564 -2.183
C4 -0.769 -5.165 -0.208
C5 0.983 -3.462 -0.862
C6 0.127 -2.467 -0.511
C7 0.499 -1.100 -0.634
N1 -0.310 -0.051 -0.378
C8 -1.413 0.014 0.340
C9 -1.880 -0.968 1.279
C10 -3.016 -0.782 1.981
C11 -3.802 0.398 1.714
C12 -3.430 1.411 0.894
C13 -2.143 1.299 0.218
O1 -1.668 2.237 -0.462
C14 -4.278 2.669 0.709
C15 -5.597 2.573 1.480
C16 -3.517 3.896 1.238
C17 -4.620 2.859 -0.778
C18 -3.493 -1.733 3.069
C19 -2.548 -2.921 3.249
C20 -4.882 -2.274 2.698
C21 -3.573 -0.968 4.399
C22 1.789 -0.731 -1.202
O2 2.095 0.501 -1.347
C23 2.688 -1.797 -1.559
C24 2.260 -3.083 -1.362
C25 4.083 -1.598 -2.181
C26 5.128 -2.328 -1.320
C27 4.075 -2.206 -3.594
C28 4.558 -0.145 -2.317
H1 1.406 -6.712 0.210
H2 1.608 -5.221 1.143
H3 2.662 -5.559 -0.235
H4 0.454 -6.628 -2.133
H5 1.682 -5.463 -2.627
H6 -0.027 -5.081 -2.849
H7 -0.974 -6.235 -0.148
H8 -1.540 -4.715 -0.838
H9 -0.853 -4.753 0.801
H10 -0.883 -2.703 -0.216
H11 -1.241 -1.812 1.486
H12 -4.739 0.484 2.244
H13 -5.435 2.500 2.558
H14 -6.193 1.718 1.153
H15 -6.183 3.474 1.296
H16 -3.255 3.758 2.291
H17 -4.151 4.781 1.161
H18 -2.608 4.073 0.668
H19 -5.186 2.002 -1.150
H20 -3.725 2.978 -1.383
H21 -5.239 3.749 -0.900
H22 -2.471 -3.511 2.334
H23 -2.930 -3.574 4.034
H24 -1.547 -2.598 3.545
H25 -4.840 -2.826 1.757
H26 -5.621 -1.480 2.592
H27 -5.234 -2.952 3.477
H28 -2.591 -0.577 4.677
H29 -3.913 -1.634 5.194
H30 -4.269 -0.129 4.349
H31 2.935 -3.883 -1.642
H32 4.919 -3.394 -1.229
H33 5.161 -1.904 -0.314
H34 6.117 -2.224 -1.769
H35 3.845 -3.271 -3.576
H36 5.053 -2.079 -4.062
H37 3.329 -1.711 -4.220
H38 4.624 0.348 -1.346
H39 3.900 0.445 -2.949
H40 5.555 -0.158 -2.761
N2 4.850 3.814 -0.136
C29 3.760 3.100 0.156
O3 2.641 3.420 -0.252
C30 3.964 1.886 1.025
I1 3.962 2.480 3.078
H41 4.751 4.671 -0.655
H42 5.745 3.594 0.265
H43 4.908 1.387 0.829
H44 3.140 1.197 0.875
Br1 -0.788 2.772 6.318
C31 -0.290 2.601 4.511
C32 -0.281 3.709 3.680
C33 0.076 3.524 2.356
N3 0.413 2.338 1.848
C34 0.410 1.285 2.668
C35 0.067 1.362 4.004
H45 -0.555 4.687 4.047
H46 0.084 4.368 1.676
H47 0.685 0.329 2.235
H48 0.078 0.481 4.630
C36 1.841 3.550 -4.757
C37 1.284 2.116 -4.803
C38 0.039 2.224 -3.943
O4 0.442 3.100 -2.877
C39 1.236 4.144 -3.473
H49 1.519 4.122 -5.626
H50 2.929 3.562 -4.737
H51 1.976 1.413 -4.337
H52 1.071 1.775 -5.813
H53 -0.287 1.282 -3.498
H54 -0.799 2.675 -4.482
H55 1.980 4.442 -2.735
H56 0.586 4.994 -3.687

Atom charges from the Mulliken analysis, given in e for atoms 1 to 99: Ca 2.317; C -1.681; C 1.996; C -1.712; C -2.078; C -0.918; C -0.239; C -2.074; N 0.917; C -1.837; C 0.070; C -0.465; C 0.032; C -0.752; C 2.419; O -1.154; C 2.023; C -2.206; C -1.385; C -1.674; C 1.806; C -2.126; C -1.739; C -1.510; C 1.287; O -0.807; C -0.245; C -0.392; C 2.327; C -1.769; C -1.627; C -1.607; H 0.482; H 0.355; H 0.311; H 0.460; H 0.342; H 0.359; H 0.502; H 0.367; H 0.362; H 1.212; H 0.982; H 0.493; H 0.377; H 0.415; H 0.449; H 0.286; H 0.514; H 0.123; H 0.360; H 0.231; H 0.478; H 0.375; H 0.494; H 0.393; H 0.367; H 0.276; H 0.496; H 0.206; H 0.465; H 0.322; H 0.493; H 0.292; H 0.369; H 0.496; H 0.302; H 0.487; H 0.325; H 0.111; H -0.021; H 0.581; N -0.363; C 0.514; O -0.579; C -0.360; I 0.083; H 0.263; H 0.196; H 0.608; H -0.405; Br -0.112; C -0.019; C -0.841; C -0.666; N 0.807; C -0.718; C -0.818; H 0.494; H 0.476; H 0.621; H 0.621; C -0.689; C 0.169; C -0.468; O -0.694; C -0.498; H 0.298; H 0.304